Record 1
Entry from the OMol25 dataset: a cluster of 2 separate species, CH6NO in total (wB97M-V/def2-TZVPD).

Total charge: -1
Molecular weight, Da: 48.1
Energy above the lowest of the compared OMol25 structures with the same formula, charge and spin, kcal/mol: 3.1
E, eV: -4671.234
E_LUMO, eV: 4.65
Maximum force, eV Å⁻¹: 0.95

Each line ends with the Mulliken charge.
Geometry (Å):
O: -1.308 -1.461 -1.074  -1.11
H: -1.915 -1.888 -1.675  0.13
C: 0.684 0.976 0.305  -0.71
N: 0.308 -0.298 0.857  -0.75
H: 1.771 0.975 0.134  0.25
H: 0.508 1.801 1.009  0.27
H: 0.252 1.279 -0.657  0.28
H: -0.684 -0.389 0.988  0.30
H: 0.385 -0.993 0.113  0.35

Record 2
Entry from the OMol25 dataset: a cluster of 2 separate species, CH6NO in total in a non-equilibrium geometry (wB97M-V/def2-TZVPD).

Total charge: -1
Molecular weight, Da: 48.1
Energy above the lowest of the compared OMol25 structures with the same formula, charge and spin, kcal/mol: 23.3
E, eV: -4670.357
E_LUMO, eV: 4.54
Maximum force, eV Å⁻¹: 3.90

Each line ends with the Mulliken charge.
Geometry (Å):
O: -1.402 -1.891 -0.466  -1.11
H: -2.083 -1.903 -1.268  0.13
C: 0.122 0.934 0.448  -0.72
N: 1.312 0.171 -0.303  -0.67
H: -0.664 0.976 -0.391  0.24
H: 0.493 1.910 0.703  0.34
H: -0.392 0.579 1.365  0.25
H: 1.801 -0.087 0.603  0.20
H: 0.813 -0.689 -0.692  0.34

Number 1: HOMO level -2.50 eV. Number 2: HOMO level -2.31 eV.